Molecular formula: C28H80F6KO20P
Method: DFT, wB97M-V/def2-TZVPD

Strongest force on any atom (eV Å⁻¹): 3.70
HOMO-LUMO gap (eV): 9.632
LUMO level (eV): -0.1
Highest occupied orbital energy (eV): -9.7

Geometry as ORCA input:
```
! RIJCOSX wB97M-V def2-TZVPD def2/J DEFGRID3
* xyz 0 1
K -0.272 0.026 -0.728
P -2.147 3.148 -0.259
F -2.658 2.845 -1.750
F -2.565 1.585 0.207
F -0.656 2.551 -0.600
F -1.614 3.376 1.244
F -1.635 4.618 -0.755
F -3.561 3.653 0.151
C 2.116 -2.050 -4.118
C 3.580 -1.594 -4.143
O 4.298 -2.196 -3.084
O 2.011 -3.407 -4.398
H 1.597 -1.427 -4.887
H 1.602 -1.979 -3.103
H 3.676 -0.484 -4.248
H 3.892 -1.999 -5.117
H 4.643 -3.079 -3.390
H 1.717 -3.551 -5.311
C 4.036 2.187 -1.859
C 2.612 2.280 -2.233
O 1.932 1.106 -1.768
O 4.726 1.317 -2.792
H 4.352 1.737 -0.876
H 4.402 3.203 -2.012
H 2.540 2.349 -3.293
H 2.113 3.131 -1.812
H 2.590 0.375 -1.805
H 5.473 0.894 -2.281
C 0.833 1.796 2.852
C 1.352 3.202 3.152
O 0.497 4.275 2.804
O 0.840 1.528 1.476
H -0.218 1.617 3.221
H 1.446 1.013 3.370
H 2.374 3.264 2.700
H 1.476 3.234 4.249
H 0.073 3.967 1.992
H 0.238 2.129 0.995
C -3.049 2.460 5.323
C -3.033 2.827 3.856
O -4.091 2.288 3.058
O -3.169 1.057 5.426
H -3.884 2.928 5.745
H -2.116 2.777 5.837
H -2.095 2.459 3.402
H -2.966 3.901 3.705
H -3.831 2.465 2.197
H -3.958 0.797 4.913
C 3.431 2.017 -6.267
C 2.017 1.612 -5.901
O 1.163 2.771 -6.209
O 3.913 2.931 -5.361
H 3.391 2.612 -7.148
H 4.096 1.160 -6.431
H 1.826 1.343 -4.860
H 1.571 0.848 -6.552
H 1.531 3.409 -5.585
H 4.171 2.457 -4.558
C 1.767 6.597 0.392
C 1.708 5.564 -0.760
O 2.957 4.854 -0.785
O 2.462 6.181 1.524
H 0.769 6.968 0.637
H 2.274 7.531 -0.030
H 1.512 6.071 -1.692
H 0.872 4.837 -0.666
H 3.406 5.104 0.036
H 1.871 5.562 1.975
C 0.783 -5.249 0.642
C 0.412 -5.127 -0.779
O -0.905 -4.765 -0.931
O 1.229 -3.974 1.064
H 1.524 -6.033 0.814
H -0.117 -5.525 1.186
H 0.542 -6.165 -1.190
H 0.986 -4.442 -1.347
H -1.446 -5.348 -0.447
H 1.351 -3.928 2.032
C 4.649 -1.127 0.705
C 3.290 -0.427 0.915
O 2.343 -0.946 -0.017
O 5.181 -0.851 -0.633
H 4.600 -2.212 0.868
H 5.352 -0.729 1.439
H 3.405 0.649 0.766
H 2.914 -0.528 1.911
H 2.119 -1.832 0.350
H 4.709 -1.414 -1.308
C 0.674 -3.464 6.216
C 0.469 -3.248 4.689
C 1.106 -1.921 4.253
O 1.189 -4.282 3.983
H 0.277 -2.523 6.644
H 1.727 -3.488 6.473
H 0.129 -4.250 6.719
H -0.595 -3.140 4.404
H 0.499 -1.030 4.691
H 1.114 -1.809 3.179
H 2.115 -1.921 4.559
H 1.137 -5.143 4.378
C -6.199 1.386 0.245
C -5.693 -0.035 0.495
C -6.705 -1.127 0.495
O -4.704 -0.317 -0.530
H -6.766 1.360 -0.662
H -5.401 2.120 0.016
H -6.767 1.940 1.102
H -5.146 -0.185 1.476
H -7.461 -0.966 -0.251
H -7.223 -1.183 1.511
H -6.169 -2.108 0.331
H -4.078 0.446 -0.552
C -2.016 -0.984 -3.843
C -2.068 -2.258 -3.067
C -2.003 -3.491 -3.926
O -1.110 -2.229 -2.049
H -2.889 -0.832 -4.475
H -1.158 -1.050 -4.476
H -1.927 -0.108 -3.184
H -3.011 -2.291 -2.519
H -1.972 -4.425 -3.371
H -1.097 -3.508 -4.585
H -2.837 -3.581 -4.640
H -1.279 -2.967 -1.481
C -2.680 -3.408 1.723
C -2.436 -1.919 1.638
C -2.762 -1.139 2.912
O -1.015 -1.735 1.374
H -3.785 -3.619 1.666
H -2.372 -3.753 2.720
H -2.109 -3.910 0.922
H -3.009 -1.530 0.770
H -2.645 -0.063 2.865
H -2.138 -1.469 3.771
H -3.821 -1.344 3.159
H -0.540 -2.559 1.182
*
```

Here are the Mulliken charges for atoms 1 to 6, given in e: atom 1 (K): 0.082, atom 2 (P): 1.740, atom 3 (F): -0.497, atom 4 (F): -0.166, atom 5 (F): -0.811, atom 6 (F): -0.387

---

Molecular formula: C28H80N4O10
Method: DFT, wB97M-V/def2-TZVPD

Strongest force on any atom (eV Å⁻¹): 4.87
HOMO-LUMO gap (eV): 9.199
LUMO level (eV): 0.3
Relative energy (zero: lowest compared OMol25 entry of this formula, charge and spin) (eV): 3.0989
Highest occupied orbital energy (eV): -8.9

Geometry as ORCA input:
```
! RIJCOSX wB97M-V def2-TZVPD def2/J DEFGRID3
* xyz 0 1
C 6.450 4.855 -2.058
O 5.899 4.146 -0.961
C 4.773 4.794 -0.404
C 4.235 4.014 0.802
C 3.511 2.737 0.518
N 3.393 4.904 1.551
H 5.849 4.774 -2.964
H 7.397 4.382 -2.319
H 6.715 5.894 -1.859
H 5.148 5.783 -0.139
H 4.024 4.939 -1.182
H 5.133 3.777 1.374
H 2.768 2.937 -0.253
H 3.093 2.208 1.375
H 4.195 2.018 0.068
H 3.037 4.307 2.285
H 2.607 5.187 0.984
C -1.635 2.157 -2.445
O -2.452 1.233 -1.842
C -3.317 0.534 -2.666
C -4.205 -0.490 -1.775
C -4.938 -1.311 -2.846
N -5.244 0.154 -0.989
H -1.151 2.867 -1.774
H -2.071 2.942 -3.063
H -0.941 1.545 -3.021
H -4.042 1.210 -3.120
H -2.810 0.044 -3.497
H -3.550 -1.086 -1.140
H -5.402 -0.684 -3.607
H -5.805 -1.826 -2.432
H -4.237 -1.969 -3.360
H -5.797 0.683 -1.649
H -4.848 0.984 -0.571
C 3.006 2.928 -3.709
O 2.195 1.890 -4.245
C 2.068 0.654 -3.447
C 3.260 -0.316 -3.437
C 3.617 -0.805 -4.813
N 3.103 -1.404 -2.460
H 4.023 2.538 -3.716
H 2.696 3.214 -2.704
H 2.933 3.881 -4.234
H 1.786 0.867 -2.416
H 1.238 0.123 -3.912
H 4.076 0.362 -3.189
H 3.482 -0.047 -5.584
H 2.981 -1.650 -5.075
H 4.652 -1.144 -4.864
H 2.932 -1.013 -1.544
H 4.043 -1.747 -2.325
C -5.991 -7.228 0.168
O -4.652 -7.442 0.492
C -3.806 -6.555 -0.354
C -3.811 -5.089 0.096
C -3.040 -4.087 -0.834
N -3.157 -5.014 1.382
H -6.579 -7.684 0.964
H -6.260 -7.790 -0.726
H -6.308 -6.194 0.035
H -2.778 -6.914 -0.322
H -4.245 -6.567 -1.351
H -4.787 -4.608 0.154
H -2.023 -4.468 -0.924
H -2.836 -3.151 -0.313
H -3.589 -3.827 -1.739
H -3.607 -5.660 2.015
H -3.286 -4.135 1.862
C -0.628 -0.529 -0.165
C 0.125 0.507 0.510
O 1.383 0.043 0.462
H -0.371 -1.550 0.117
H -0.500 -0.449 -1.244
H -1.640 -0.296 0.169
H -0.206 0.645 1.539
H 0.079 1.466 -0.007
H 1.540 -0.751 0.979
C -0.266 2.787 4.705
C 1.027 2.991 3.882
O 1.916 3.975 4.320
H -0.851 3.701 4.606
H -0.006 2.588 5.745
H -0.903 2.004 4.294
H 0.816 3.122 2.821
H 1.705 2.140 3.838
H 1.855 3.995 5.278
C 2.298 -3.422 0.880
C 1.480 -3.214 2.170
O 1.972 -2.000 2.629
H 3.349 -3.610 1.100
H 2.316 -2.560 0.213
H 1.970 -4.321 0.358
H 1.585 -4.032 2.882
H 0.429 -3.165 1.884
H 1.603 -1.704 3.464
C 6.174 -0.408 1.718
C 4.949 -1.062 1.262
O 4.841 -0.862 -0.119
H 6.196 0.629 1.382
H 7.051 -0.966 1.389
H 6.088 -0.398 2.805
H 4.077 -0.536 1.651
H 4.789 -2.099 1.557
H 5.521 -1.397 -0.533
C -4.139 -0.982 2.170
C -5.271 -0.780 3.104
O -5.136 -1.551 4.289
H -4.135 -1.963 1.696
H -3.173 -0.839 2.655
H -4.178 -0.328 1.298
H -6.192 -1.076 2.604
H -5.371 0.253 3.439
H -5.220 -2.479 4.057
C -2.648 3.866 1.736
C -3.026 2.566 1.026
O -3.657 2.809 -0.175
H -2.582 4.729 1.074
H -1.779 3.644 2.354
H -3.492 4.100 2.385
H -3.619 1.929 1.682
H -2.086 2.027 0.904
H -3.180 2.252 -0.794
*
```

Here are the Mulliken charges for atoms 1 to 6, given in e: atom 1 (C): -0.773, atom 2 (O): -0.262, atom 3 (C): -0.904, atom 4 (C): 0.668, atom 5 (C): -0.906, atom 6 (N): -0.699

---

Molecular formula: C28H81N5O10
Method: DFT, wB97M-V/def2-TZVPD

Strongest force on any atom (eV Å⁻¹): 1.54
HOMO-LUMO gap (eV): 8.766
LUMO level (eV): 0.0
Relative energy (zero: lowest compared OMol25 entry of this formula, charge and spin) (eV): 0.0000
Highest occupied orbital energy (eV): -8.8

Geometry as ORCA input:
```
! RIJCOSX wB97M-V def2-TZVPD def2/J DEFGRID3
* xyz 0 1
C -4.698 -6.131 2.953
O -3.559 -6.240 2.158
C -3.630 -5.438 0.984
C -2.294 -5.386 0.281
C -1.207 -4.670 1.083
N -2.395 -4.684 -1.014
H -5.608 -6.384 2.393
H -4.881 -5.111 3.320
H -4.629 -6.760 3.837
H -4.403 -5.924 0.374
H -3.943 -4.421 1.259
H -1.966 -6.399 0.035
H -1.469 -3.610 1.150
H -0.253 -4.809 0.580
H -1.155 -5.056 2.103
H -2.772 -3.751 -0.834
H -3.088 -5.151 -1.594
C -3.941 6.121 -3.206
O -3.067 5.495 -2.302
C -3.780 4.873 -1.253
C -2.833 4.126 -0.313
C -2.122 3.003 -1.041
N -3.586 3.502 0.810
H -4.721 6.745 -2.747
H -4.569 5.417 -3.772
H -3.326 6.707 -3.881
H -4.293 5.654 -0.674
H -4.532 4.169 -1.636
H -2.093 4.803 0.118
H -1.424 3.438 -1.764
H -2.802 2.350 -1.601
H -1.548 2.320 -0.417
H -3.786 4.262 1.459
H -4.488 3.211 0.434
C 6.498 1.207 0.802
O 5.734 1.861 -0.169
C 4.372 1.959 0.094
C 3.649 2.381 -1.180
C 4.067 3.771 -1.655
N 2.177 2.350 -1.057
H 6.204 0.153 0.899
H 6.328 1.596 1.816
H 7.550 1.310 0.560
H 3.954 0.994 0.423
H 4.093 2.656 0.896
H 3.903 1.672 -1.978
H 3.646 4.575 -1.051
H 3.810 3.936 -2.702
H 5.158 3.803 -1.575
H 1.908 1.369 -0.867
H 1.705 2.463 -1.957
C 0.611 4.547 -3.521
O 1.122 3.225 -3.575
C 1.153 2.733 -4.893
C 1.831 1.368 -5.013
C 1.145 0.312 -4.137
N 3.270 1.483 -4.682
H 1.205 5.310 -4.031
H 0.554 4.786 -2.462
H -0.384 4.541 -3.974
H 0.139 2.632 -5.301
H 1.689 3.425 -5.552
H 1.820 1.058 -6.061
H 1.106 0.585 -3.082
H 1.716 -0.615 -4.215
H 0.141 0.125 -4.528
H 3.572 0.578 -4.345
H 3.375 2.160 -3.934
C -1.459 -0.963 6.981
O -0.187 -0.469 6.622
C 0.179 -0.690 5.291
C 0.418 -2.183 4.989
C 1.722 -2.608 5.652
N 0.445 -2.484 3.559
H -1.445 -2.017 7.274
H -2.171 -0.877 6.150
H -1.829 -0.347 7.799
H -0.484 -0.233 4.541
H 1.099 -0.125 5.123
H -0.376 -2.782 5.451
H 1.566 -2.552 6.731
H 2.569 -1.953 5.437
H 2.043 -3.616 5.377
H -0.472 -2.360 3.144
H 0.712 -3.446 3.380
C 1.239 -4.040 -4.272
C 0.589 -3.847 -2.899
O -0.054 -5.067 -2.555
H 0.581 -4.609 -4.921
H 2.211 -4.509 -4.116
H 1.409 -3.036 -4.667
H -0.174 -3.065 -3.006
H 1.358 -3.544 -2.180
H -0.722 -4.880 -1.854
C 1.193 2.388 2.719
C 0.690 3.549 1.874
O 1.720 4.075 1.080
H 1.902 2.777 3.454
H 1.704 1.638 2.115
H 0.362 1.905 3.239
H 0.303 4.317 2.546
H -0.134 3.200 1.238
H 1.953 3.449 0.349
C -3.361 -0.817 -2.007
C -3.579 -0.709 -0.503
O -3.341 -1.986 0.060
H -3.072 0.125 -2.470
H -4.152 -1.340 -2.548
H -2.518 -1.488 -2.211
H -4.551 -0.293 -0.207
H -2.871 0.034 -0.110
H -3.286 -1.876 1.016
C 0.135 -0.772 -0.127
O 1.455 -0.412 -0.463
H -0.140 -1.728 -0.587
H -0.026 -0.877 0.950
H -0.591 -0.028 -0.465
H 2.008 -0.592 0.323
C 3.581 -1.904 1.950
O 2.449 -1.049 2.114
H 3.968 -2.280 2.902
H 3.290 -2.726 1.288
H 4.378 -1.306 1.506
H 1.800 -1.551 2.671
*
```

Here are the Mulliken charges for atoms 1 to 6, given in e: atom 1 (C): -0.747, atom 2 (O): -0.345, atom 3 (C): -0.496, atom 4 (C): 0.287, atom 5 (C): -1.194, atom 6 (N): -0.471

---

The highest LUMO level belongs to which entry?
C28H80N4O10